[1]
This record from OMol25 describes the molecule C4H6N2O at a distorted geometry. The level of theory is ωB97M-V/def2-TZVPD.

Element x y z (Å)
H: -2.47500 1.64443 -0.92430
N: -2.12493 0.68765 -0.97632
C: -1.62576 0.37094 0.13381
O: -1.11953 -0.87355 0.37250
C: 0.17803 -1.13729 -0.13020
C: 1.24960 -0.25519 0.55938
C: 1.79212 0.79668 -0.30497
N: 2.23358 1.60881 -1.00015
H: -1.57371 1.01533 1.01954
H: 0.20804 -1.01375 -1.21848
H: 0.36185 -2.18632 0.10869
H: 0.80898 0.20763 1.44883
H: 2.08673 -0.86538 0.91167

Computed properties:
- structure (SMILES) = [H]/N=C/OCCC#N
- Kohn-Sham gap (eV) = 11.42
- HOMO energy (eV) = -10.759
- net charge = 0
- lowest unoccupied orbital energy (Eh) = 0.0242
- relative energy (zero: lowest compared OMol25 entry of this formula, charge and spin) (kcal per mole) = 43.53

=====

[2]
This record from OMol25 describes a 2-piece molecular cluster, C4H6N2O overall at a distorted geometry. The level of theory is ωB97M-V/def2-TZVPD.

Element x y z (Å)
C: -0.24282 0.05658 -0.24333
C: 3.06902 0.14641 0.14574
C: 0.65156 -0.15812 -1.14721
C: -1.22444 0.84036 0.47154
N: 0.38409 -1.30676 -0.15685
N: 2.68618 -0.70878 0.86514
O: 3.64977 0.91452 -0.51768
H: 0.96913 -0.17770 -2.15590
H: -0.87136 1.88549 0.49030
H: -1.21245 0.44134 1.50905
H: -2.24085 0.78240 0.07690
H: -0.41588 -1.93002 -0.41885
H: 1.65371 -1.09383 0.92007

Computed properties:
- spin multiplicity = 3
- Kohn-Sham gap (spin up / spin down) (eV) = 6.69 / 8.07
- HOMO energy (spin up / spin down) (eV) = -5.937 / -10.137
- net charge = 0
- lowest unoccupied orbital energy (spin up / spin down) (Eh) = 0.0277 / -0.0761
- relative energy (zero: lowest compared OMol25 entry of this formula, charge and spin) (kcal per mole) = 51.46

=====

[3]
This record from OMol25 describes a 2-piece molecular cluster, C4H6N2O2 overall at a distorted geometry. The level of theory is ωB97M-V/def2-TZVPD.

Element x y z (Å)
C: 2.25222 0.85977 -0.32569
C: 1.68538 -0.46197 0.13687
O: 2.34793 -1.40870 0.46063
N: 0.29322 -0.49700 0.23644
C: -0.54849 0.40279 0.22952
N: -1.23666 1.38562 0.23374
H: 3.33445 0.79466 -0.39433
H: 1.83771 1.11939 -1.29899
H: 1.98493 1.65034 0.37341
H: -2.15414 1.54507 -0.13924
C: -2.49214 -1.38050 0.12499
O: -2.90223 -0.93353 -0.90740
H: -1.48892 -1.98213 0.16272
H: -2.91326 -1.09381 1.10733

Computed properties:
- structure (SMILES) = CC(=O)N=C=N.C=O
- Kohn-Sham gap (eV) = 10.49
- HOMO energy (eV) = -10.159
- net charge = 0
- lowest unoccupied orbital energy (Eh) = 0.0121
- relative energy (zero: lowest compared OMol25 entry of this formula, charge and spin) (kcal per mole) = 57.64

=====

[4]
This record from OMol25 describes the molecule C4H6N2O2 at a distorted geometry. The level of theory is ωB97M-V/def2-TZVPD.

Element x y z (Å)
H: 2.62175 0.80301 0.67620
N: 2.04213 0.22995 1.33756
C: 0.87527 0.34683 0.73367
N: 0.71337 1.05475 -0.45188
O: -0.66509 1.33428 -0.89630
C: -1.49714 0.02820 -1.32361
C: -0.58700 -0.92031 -0.51912
O: -0.45881 -1.94721 0.56259
C: -0.32865 -0.50366 0.96211
H: 1.09526 2.12764 -0.61736
H: -2.37103 0.46444 -0.62087
H: -1.65412 -0.26349 -2.33594
H: 0.50790 -0.71453 -1.21283
H: -1.27197 -0.21284 1.46244

Computed properties:
- structure (SMILES) = [H]/N=C1\NOC[C@@H]2O[C@@H]12
- Kohn-Sham gap (eV) = 10.03
- HOMO energy (eV) = -9.286
- net charge = 0
- lowest unoccupied orbital energy (Eh) = 0.0273
- relative energy (zero: lowest compared OMol25 entry of this formula, charge and spin) (kcal per mole) = 203.61

=====

[5]
This record from OMol25 describes the molecule C4H6N2O2 at a distorted geometry. The level of theory is ωB97M-V/def2-TZVPD.

Element x y z (Å)
H: 2.95421 1.37360 -0.51157
N: 2.39961 0.32566 -0.33091
C: 1.23015 0.08261 0.21579
N: 0.66433 -1.24150 -0.12953
O: -0.51528 -1.43363 0.43737
C: -1.58910 -0.75227 -0.38310
C: -0.93869 0.61669 -0.58268
O: -0.96220 1.83882 0.12490
C: -0.12446 0.79292 0.68069
H: 1.25420 -1.85148 0.36617
H: -2.37000 -0.51712 0.41381
H: -1.86650 -1.32850 -1.39074
H: -0.68588 0.68485 -1.45518
H: -0.38113 0.36816 1.71825

Computed properties:
- structure (SMILES) = [H]/N=C1/NOC[C@H]2O[C@H]12
- Kohn-Sham gap (eV) = 9.82
- HOMO energy (eV) = -8.942
- net charge = 0
- lowest unoccupied orbital energy (Eh) = 0.0324
- relative energy (zero: lowest compared OMol25 entry of this formula, charge and spin) (kcal per mole) = 211.13

=====

[6]
This record from OMol25 describes the molecule C4H6N2O2 at a distorted geometry. The level of theory is ωB97M-V/def2-TZVPD.

Element x y z (Å)
C: -1.26123 2.71950 -0.80567
C: -0.81475 1.67388 -0.36070
C: -0.36510 0.74603 0.64546
N: 1.03223 -0.20186 0.20903
C: 1.06319 -1.63596 0.23934
N: 2.17503 0.43979 -0.16021
O: 3.18934 -0.22234 -0.23745
O: 2.09476 1.64586 -0.26200
H: -1.53677 3.47773 -1.34982
H: -1.11175 -0.00210 0.62279
H: -0.07517 1.21998 1.60968
H: 0.20965 -2.02593 0.80303
H: 1.21649 -2.00737 -0.79396
H: 1.95026 -2.01253 0.92438

Computed properties:
- structure (SMILES) = C#CCN(C)[N+](=O)[O-]
- Kohn-Sham gap (eV) = 10.56
- HOMO energy (eV) = -9.995
- net charge = 0
- lowest unoccupied orbital energy (Eh) = 0.0209
- relative energy (zero: lowest compared OMol25 entry of this formula, charge and spin) (kcal per mole) = 175.31